Version A
{"formula": "C6H17N2", "method": "ωB97M-V with the def2-TZVPD basis set", "charge": 1, "homo_lumo_gap_ev": 5.33, "elements": ["C", "N", "C", "C", "C", "C", "C", "N", "H", "H", "H", "H", "H", "H", "H", "H", "H", "H", "H", "H", "H", "H", "H", "H", "H"], "positions_angstrom": [[-0.7301, -0.3157, -3.2135], [0.7954, -0.6605, -0.3762], [0.7641, -1.4953, 0.8257], [-0.2778, -0.9015, 1.8316], [-0.0248, 0.6197, 2.2157], [1.4096, 0.8125, 2.7246], [-0.8476, 1.1077, -2.6108], [-1.1113, 0.9406, -1.1816], [0.0316, -0.8587, -2.6177], [-1.7180, -0.8500, -3.1204], [-0.4700, -0.3006, -4.2456], [1.7881, -1.5794, 1.2417], [0.5240, -2.5766, 0.6024], [-1.2439, -0.9804, 1.3024], [-0.3153, -1.6784, 2.6845], [-0.8755, 0.7837, 2.8993], [-0.2333, 1.1402, 1.2687], [1.5624, 0.3478, 3.7912], [2.1872, 0.4731, 1.9805], [1.7373, 1.8830, 2.7945], [-1.7273, 1.6504, -2.9177], [0.1063, 1.7162, -2.6731], [-0.3999, 0.3444, -0.6118], [-2.0274, 0.4919, -1.0081], [1.5243, -0.9322, -1.1058]]}

***

Version B
{"formula": "C6H17N2", "method": "ωB97M-V with the def2-TZVPD basis set", "charge": 1, "homo_lumo_gap_ev": [5.99, 7.98], "elements": ["C", "C", "C", "C", "C", "C", "N", "N", "H", "H", "H", "H", "H", "H", "H", "H", "H", "H", "H", "H", "H", "H", "H", "H", "H"], "positions_angstrom": [[1.7834, 0.1485, -1.5936], [1.7470, -1.4040, 0.4105], [1.5587, 1.0885, 0.8281], [-1.6354, 0.2016, 1.4550], [1.6240, -0.0080, -0.1270], [-1.2982, 0.2307, -0.0098], [-1.5248, 1.3470, -0.6744], [-2.3487, -1.0436, -0.6701], [2.3363, 1.0479, -1.7200], [2.2145, -0.7641, -1.9326], [0.8037, 0.2432, -2.0444], [1.1245, -1.3899, 1.3163], [1.5828, -2.1040, -0.3066], [2.7109, -1.6333, 0.5530], [2.6049, 1.4438, 1.0993], [0.9690, 1.0330, 1.7583], [1.3530, 2.0706, 0.3519], [-1.0711, 1.0572, 1.8192], [-0.9908, -0.6798, 1.6396], [-2.5630, 0.1780, 1.8216], [-2.3264, 1.9995, -0.4526], [-1.1377, 1.5709, -1.6251], [-2.3074, -2.0729, -0.5824], [-3.3700, -0.6969, -0.5801], [-2.2941, -0.9237, -1.6989]]}

***

Version C
{"formula": "C6H17N2", "method": "ωB97M-V with the def2-TZVPD basis set", "charge": 1, "homo_lumo_gap_ev": 5.81, "elements": ["C", "N", "C", "C", "C", "N", "C", "C", "H", "H", "H", "H", "H", "H", "H", "H", "H", "H", "H", "H", "H", "H", "H", "H", "H"], "positions_angstrom": [[-1.1751, 0.3363, 0.8833], [-1.9240, 0.3393, -0.3397], [-1.2544, 0.9102, -1.5039], [-2.1762, 0.8770, -2.7038], [0.0811, -0.4859, 0.6308], [0.9645, 0.3257, -0.0559], [1.9656, -1.8579, 1.7566], [0.6766, -1.0567, 1.9659], [-1.7749, -0.1339, 1.6617], [-0.8755, 1.3461, 1.2027], [-2.8140, 0.8170, -0.2214], [-0.3695, 0.2716, -1.6932], [-0.8664, 1.9171, -1.3165], [-2.4856, -0.1362, -2.9476], [-3.0695, 1.4777, -2.5221], [-1.7064, 1.2626, -3.6078], [-0.2264, -1.3545, -0.0064], [3.7240, 1.6844, -0.8978], [1.7815, -0.2708, -0.2831], [3.8218, 1.7414, -0.1710], [2.3446, -2.2223, 2.7089], [1.8137, -2.7023, 1.0868], [2.7388, -1.2099, 1.3386], [0.9010, -0.2062, 2.6093], [-0.0950, -1.6697, 2.4255]]}

***

Version D
{"formula": "C6H17N2", "method": "ωB97M-V with the def2-TZVPD basis set", "charge": 1, "homo_lumo_gap_ev": [7.25, 9.34], "elements": ["C", "C", "C", "C", "C", "C", "N", "N", "H", "H", "H", "H", "H", "H", "H", "H", "H", "H", "H", "H", "H", "H", "H", "H", "H"], "positions_angstrom": [[-1.4029, 0.3376, -1.9269], [1.6339, -1.4122, -0.8793], [2.2696, 0.0784, 0.7021], [-0.7890, -0.4722, 1.7095], [-0.7386, 1.7888, 0.5403], [-1.4951, -0.2522, -0.5743], [1.4379, -0.1347, -0.3988], [-0.7803, 0.2940, 0.4571], [-1.9830, 1.1339, -2.0372], [-0.3868, 0.3366, -2.1310], [-1.7246, -0.4318, -2.6450], [2.5527, -1.4097, -1.4871], [1.8178, -2.1864, -0.0635], [1.0064, -1.6600, -1.6448], [3.3260, -0.0068, 0.5208], [2.3528, 1.1109, 0.9659], [2.2966, -0.7079, 1.4311], [-0.2956, -1.6497, 1.5395], [-0.1563, 0.0758, 2.4152], [-1.8506, -0.4997, 2.1452], [-0.6719, 1.9737, 1.6584], [-0.0132, 2.1594, -0.0542], [-1.6806, 2.1897, 0.2722], [-1.2688, -1.2775, -0.6525], [-2.6366, -0.2323, -0.2546]]}

***

Most stable of them? version B.

***

Version A
{"formula": "H19O10", "method": "ωB97M-V with the def2-TZVPD basis set", "charge": -1, "homo_lumo_gap_ev": 9.02, "elements": ["O", "H", "H", "O", "H", "H", "O", "H", "H", "O", "H", "H", "O", "H", "H", "O", "H", "H", "O", "H", "H", "O", "H", "H", "O", "H", "O", "H", "H"], "positions_angstrom": [[-0.6419, -3.3135, 0.2419], [-0.2418, -3.2393, -0.6305], [-1.8863, -0.5319, -0.7909], [3.2741, 1.8005, 1.3073], [2.4831, 2.1133, 0.7643], [-2.6631, -0.9671, -1.6957], [2.5015, -2.0855, 0.8057], [4.0304, 2.1393, 0.8487], [3.0677, -1.3473, 0.3312], [-0.2243, 1.8500, -1.7054], [0.6658, 0.5976, 1.4493], [-0.6561, -2.3753, 0.3762], [0.6588, -0.2835, 1.2092], [0.4927, -0.5257, -2.9795], [-0.2891, 0.8401, -1.7300], [0.4295, 2.7976, 0.9506], [0.2122, 2.3026, 0.2408], [-0.1417, 2.5347, 1.6700], [-2.3685, 1.9814, 2.5160], [-1.7069, 2.2047, 2.9015], [-2.5228, 1.0616, 2.3592], [0.5401, -1.3218, -2.6608], [0.0301, -1.4327, -1.8330], [0.1228, -0.3305, 0.4996], [-1.0111, -0.2993, -0.8760], [1.6538, -1.7864, 1.0233], [-2.7528, -2.0226, -1.7059], [-1.1252, 2.0125, -1.2954], [-1.9308, -2.3734, -1.5920]]}

***

Version B
{"formula": "H19O10", "method": "ωB97M-V with the def2-TZVPD basis set", "charge": -1, "homo_lumo_gap_ev": 9.74, "elements": ["O", "H", "H", "O", "H", "H", "O", "H", "H", "O", "H", "H", "O", "H", "H", "O", "H", "H", "O", "H", "H", "O", "H", "H", "O", "H", "O", "H", "H"], "positions_angstrom": [[-3.1108, 0.8107, -0.6877], [-2.6333, -0.0033, -0.4856], [-2.4068, 1.4404, -0.5422], [1.4451, 2.2210, -3.4946], [0.6215, 2.0128, -3.0175], [1.7372, 1.3842, -3.8559], [1.4977, 0.0854, 0.3195], [0.7224, -0.4737, 0.6936], [1.9261, -0.6811, -0.0827], [-0.0858, 1.0285, -1.6533], [-0.2292, -4.0049, 1.5470], [-0.2055, 0.3147, -0.9983], [0.2474, -3.9266, 0.7118], [3.3561, 1.3595, -0.6827], [0.2408, 1.5544, -0.8992], [-0.1118, 0.9262, 3.5496], [0.7142, 1.3862, 3.7165], [0.1615, 0.1902, 2.9905], [-1.4992, 0.8388, 1.5237], [-1.8387, 1.0880, 2.3763], [-0.8280, 0.1126, 1.5330], [3.4723, 1.7732, -1.5327], [2.5885, 2.0660, -1.7689], [0.5880, -3.0010, 0.8729], [-0.2135, -1.4087, 1.4624], [-0.5281, -2.0471, 2.0878], [-1.6395, -2.1602, -0.6099], [-2.4839, -1.9627, -0.2079], [-1.0297, -2.1387, 0.1858]]}

***

Most stable of them? version B.

***

Version A
{"formula": "C2H3NOS", "method": "ωB97M-V with the def2-TZVPD basis set", "homo_lumo_gap_ev": 8.68, "elements": ["C", "C", "H", "H", "H", "N", "O", "S"], "positions_angstrom": [[-0.6563, -0.0021, -0.9107], [0.5412, 0.0261, 1.0586], [-0.7539, 0.2537, -1.9126], [1.3535, 0.0783, -0.7943], [-0.3853, -0.1547, 1.6571], [0.5226, -0.3293, -0.3534], [1.5958, 0.1145, 1.6391], [-2.2175, 0.0133, -0.3837]]}

***

Version B
{"formula": "C2H3NOS", "method": "ωB97M-V with the def2-TZVPD basis set", "homo_lumo_gap_ev": 9.10, "elements": ["C", "C", "H", "H", "H", "N", "O", "S"], "positions_angstrom": [[0.0842, 0.2836, 0.0056], [0.0172, 0.7810, 1.5120], [0.5836, -2.0043, -2.3126], [-0.3633, 0.8288, -0.6892], [0.4188, 0.1224, 2.1687], [0.2562, -0.8849, -0.3425], [-0.6683, 1.8603, 1.6387], [-0.3286, -0.9868, -1.9808]]}

***

Version C
{"formula": "C2H3NOS", "method": "ωB97M-V with the def2-TZVPD basis set", "homo_lumo_gap_ev": [7.00, 6.87], "elements": ["C", "C", "N", "O", "S", "H", "H", "H"], "positions_angstrom": [[1.2603, -0.1401, -0.0042], [0.0754, 0.5437, 0.0455], [-1.0501, -0.2331, -0.0066], [-1.1003, -1.4637, 0.0207], [-2.6881, 0.7519, 0.0308], [2.4294, 0.1494, -0.0329], [1.2748, -1.2065, -0.0277], [-0.2015, 1.5984, -0.0257]]}

***

Most stable of them? version A.

***

Version A
{"formula": "CH5NO", "method": "ωB97M-V with the def2-TZVPD basis set", "homo_lumo_gap_ev": 11.07, "elements": ["N", "H", "H", "H", "O", "C", "H", "H"], "positions_angstrom": [[0.5800, -1.5508, -0.1945], [1.2533, -0.8079, -0.0675], [-0.1577, -1.2476, -0.8160], [1.0108, -2.3596, -0.6185], [0.2712, 2.0591, 0.9011], [-0.6749, 1.5051, 0.4257], [-0.6913, 1.1409, -0.6207], [-1.5914, 1.2608, 0.9904]]}

***

Version B
{"formula": "CH5NO", "method": "ωB97M-V with the def2-TZVPD basis set", "homo_lumo_gap_ev": 10.72, "elements": ["N", "C", "O", "H", "H", "H", "H", "H"], "positions_angstrom": [[-1.1920, 0.2726, 0.2451], [0.2487, 0.2096, 0.4508], [1.0591, -0.4814, -0.6205], [-1.6467, 1.0107, -0.2559], [-1.6618, -0.6129, 0.4208], [0.4563, -0.2700, 1.3421], [0.6886, 1.1310, 0.4297], [0.5426, -0.5736, -1.3932]]}

***

Most stable of them? version B.